(1)
A single C2H4N2S3 molecule. Source: the Open Molecules 2025 dataset; level of theory: ωB97M-V with the def2-TZVPD basis set.

Its SMILES is S=CN(S)/C=N\S. As for the HOMO energy: -0.32826 hartree. As for the multiplicity: 1.

Last column: Löwdin charge in e.
Atoms and positions in Å:
C (0.1009, -0.7232, 0.5778)  -0.38
C (-1.7522, 0.4273, -0.4943)  -0.76
H (3.2058, -1.7768, -0.5028)  -0.12
H (-0.5922, -1.1485, 1.2458)  0.08
H (0.2088, 2.2897, 1.0486)  -0.12
H (-2.0376, 1.4311, -0.8911)  0.06
N (1.2354, -1.2620, 0.4439)  -0.34
N (-0.4317, 0.4236, -0.1076)  -0.55
S (2.3753, -0.7002, -0.6974)  0.68
S (0.4695, 1.8740, -0.1936)  0.80
S (-2.7821, -0.8348, -0.4295)  0.66



(2)
A molecular structure, C2H4N2S3. Source: the Open Molecules 2025 dataset; level of theory: ωB97M-V with the def2-TZVPD basis set.

As for the HOMO energy: -0.30716 hartree. As for the multiplicity: 1.

Last column: Löwdin charge in e.
Atoms and positions in Å:
C (-0.3715, -1.5814, 0.2836)  -1.20
C (1.7678, 1.7132, -0.4477)  -0.13
H (-0.9288, 1.2235, 0.7612)  0.03
H (-2.7033, -2.0609, 0.5321)  0.14
H (1.8660, 2.8938, -0.2752)  0.11
H (2.5805, 1.3403, -1.1161)  0.06
N (-1.8605, -1.3909, 0.1617)  -0.37
N (0.6746, 1.0380, -0.1667)  -0.43
S (-2.3040, 0.5362, 0.0048)  0.48
S (0.5139, -3.0317, 0.7706)  0.48
S (0.7654, -0.6800, -0.5082)  0.81



Short version: (1) is the most stable of them.



(1)
A single C2H4N2S3 molecule. Source: the Open Molecules 2025 dataset; level of theory: ωB97M-V with the def2-TZVPD basis set.

Its SMILES is SC1(S)CSN=N1. As for the HOMO energy: -0.34820 hartree. As for the multiplicity: 1.

Last column: Löwdin charge in e.
Atoms and positions in Å:
C (-0.7474, 0.3515, 0.6497)  -0.51
C (0.5131, -0.1076, -0.3659)  -1.16
N (0.4572, -1.4924, -0.4004)  -0.17
N (-0.2864, -2.1269, 0.3623)  -0.28
S (-1.2921, -1.1630, 1.3977)  0.85
S (0.1553, 0.7056, -1.9734)  0.68
S (2.2863, 0.4627, -0.0800)  0.69
H (-0.3795, 1.0984, 1.3453)  0.05
H (-1.4516, 0.8645, -0.0153)  0.03
H (-1.2309, 0.3585, -2.0657)  -0.07
H (1.9761, 1.0486, 1.1458)  -0.11



(2)
A single C2H4N2S3 molecule. Source: the Open Molecules 2025 dataset; level of theory: ωB97M-V with the def2-TZVPD basis set.

Its SMILES is NC(=S)S/C=N/S. As for the HOMO energy: -0.30900 hartree. As for the multiplicity: 1.

Last column: Löwdin charge in e.
Atoms and positions in Å:
C (1.1842, -0.7955, -0.8809)  -1.12
C (-0.8305, 0.1876, 0.8133)  -0.63
H (2.6076, 0.3679, -1.8431)  0.13
H (2.8781, -1.2686, -1.9905)  0.08
H (-1.0533, -0.8577, 0.9723)  0.03
H (-3.4289, 2.4042, 2.0728)  -0.09
N (2.3539, -0.5956, -1.4944)  -0.01
N (-1.7001, 1.2064, 1.0682)  -0.51
S (0.5769, -2.3573, -0.6798)  0.56
S (0.4855, 0.7127, -0.0969)  0.92
S (-3.0735, 0.9959, 2.0589)  0.64



Short version: (2) is the most stable of them.



(1)
2 unconnected molecules or ions with the total composition H2N4O. Source: the Open Molecules 2025 dataset; level of theory: ωB97M-V with the def2-TZVPD basis set.

As for the HOMO energy: -0.30691 hartree. As for the multiplicity: 1.

Last column: Löwdin charge in e.
Atoms and positions in Å:
N (2.2915, 0.7389, -0.1728)  0.23
N (1.6188, 0.1626, 0.4785)  -0.37
N (-1.3181, -0.0304, -0.4015)  -0.17
N (-0.7805, 0.6906, 0.3859)  -0.04
O (0.9433, -0.3895, 1.1985)  0.05
H (-0.7434, -0.3085, -1.3573)  0.14
H (-2.0116, -0.8637, -0.1312)  0.14



(2)
2 unconnected molecules or ions with the total composition H2N4O. Source: the Open Molecules 2025 dataset; level of theory: ωB97M-V with the def2-TZVPD basis set.

As for the HOMO energy: -0.30409 hartree. As for the multiplicity: 1.

Last column: Löwdin charge in e.
Atoms and positions in Å:
N (-0.9999, -4.1925, -0.1764)  0.22
N (-1.1653, -3.5780, 0.7212)  -0.37
N (-1.5049, 0.1429, 0.0827)  -0.17
N (-0.3692, -0.2467, 0.1774)  -0.04
O (-1.3415, -2.9484, 1.6178)  0.12
H (-1.6021, 1.1782, 0.3499)  0.11
H (-2.2155, -0.1999, -0.6673)  0.13



Short version: (2) is the most stable of them.



(1)
A molecular structure, C4H12N2O. Source: the Open Molecules 2025 dataset; level of theory: ωB97M-V with the def2-TZVPD basis set.

As for the HOMO energy: -0.28355 hartree. As for the multiplicity: 1.

Last column: Löwdin charge in e.
Atoms and positions in Å:
C (1.5055, -1.2898, 0.6804)  -0.05
N (0.2422, 0.9287, 0.3655)  -0.06
C (1.3032, -0.1774, -0.3492)  -0.62
N (0.5066, 2.2554, -0.0754)  0.01
O (2.3095, 0.4237, -0.8039)  -0.14
H (0.3569, 0.9325, 1.3801)  0.13
H (0.0022, 2.3954, -0.9471)  0.07
H (1.5009, 2.2793, -0.3348)  0.08
H (2.0608, -2.0980, 0.2050)  0.08
H (0.5684, -1.6805, 1.0728)  0.05
H (2.1070, -0.8994, 1.5031)  0.08
C (-1.4024, 0.3582, -0.5111)  -0.04
C (-1.9675, -0.8974, 0.0675)  -0.12
H (-1.4373, -1.7825, -0.2777)  0.07
H (-1.9616, -0.8747, 1.1562)  0.08
H (-1.8999, 1.2667, -0.1829)  0.09
H (-1.2780, 0.3588, -1.5903)  0.10
H (0.4955, -0.5138, -1.1030)  0.10
H (-3.0121, -0.9852, -0.2553)  0.09



(2)
A molecular structure, C4H12N2O. Source: the Open Molecules 2025 dataset; level of theory: ωB97M-V with the def2-TZVPD basis set.

As for the HOMO energy: -0.24652 hartree. As for the multiplicity: 1.

Last column: Löwdin charge in e.
Atoms and positions in Å:
C (0.2715, 1.7082, 0.2684)  -0.05
C (-0.6383, -0.3874, 1.1939)  -0.06
N (0.1803, 0.2611, 0.1833)  -0.15
C (-2.3642, 0.1738, -1.6061)  -0.30
N (-1.1595, -0.0274, -1.8333)  -0.07
H (0.7701, 1.9796, 1.2007)  0.10
H (0.8747, 2.0691, -0.5603)  0.10
H (-0.1801, -0.2478, 2.1752)  0.10
H (-1.6416, 0.0412, 1.1846)  0.08
H (-0.7321, 2.1265, 0.1720)  0.10
H (-0.7019, -1.4496, 0.9719)  0.10
H (-3.1189, 0.0120, -2.3880)  0.03
H (-2.7825, 0.4172, -0.6072)  0.02
C (2.2371, -1.3394, 0.0934)  -0.17
O (1.8294, -0.1521, 0.6920)  -0.18
H (0.0281, -0.1558, -0.9384)  0.11
H (3.2663, -1.5403, 0.4153)  0.09
H (1.6234, -2.2054, 0.3904)  0.08
H (2.2381, -1.2836, -1.0079)  0.09



Short version: (1) is the most stable of them.



(1)
A single C4H12N2O molecule. Source: the Open Molecules 2025 dataset; level of theory: ωB97M-V with the def2-TZVPD basis set.

Its SMILES is NC[C@H](N)CCO. As for the HOMO energy: -0.33623 hartree. As for the multiplicity: 1.

Last column: Löwdin charge in e.
Atoms and positions in Å:
N (-0.7742, 1.4083, -0.1407)  0.07
C (-0.2951, 0.0704, 0.1433)  -0.48
C (0.8787, -0.2991, -0.6880)  -0.22
C (2.0773, -0.4005, 0.2091)  -0.23
O (2.3181, 0.9792, 0.6756)  -0.12
C (-1.3617, -0.9581, -0.2506)  -0.27
N (-2.7762, -0.7320, 0.0738)  -0.02
H (-1.6363, 1.4790, 0.2909)  0.04
H (-0.1314, 1.9811, 0.3099)  0.05
H (2.5269, 1.5029, -0.1318)  0.10
H (-0.2125, 0.0506, 1.2109)  0.13
H (0.7004, 0.3155, -1.5849)  0.14
H (0.9532, -1.3214, -1.0954)  0.11
H (1.7549, -1.0941, 1.1401)  0.17
H (3.0158, -0.8070, -0.2829)  0.12
H (-0.8898, -2.0323, 0.0823)  0.17
H (-1.2269, -0.6362, -1.2437)  0.08
H (-3.2589, -0.9736, -0.8356)  0.09
H (-3.0831, -1.5089, 0.7206)  0.08



(2)
A single C4H12N2O molecule. Source: the Open Molecules 2025 dataset; level of theory: ωB97M-V with the def2-TZVPD basis set.

Its SMILES is NCCNCCO. As for the HOMO energy: -0.30360 hartree. As for the multiplicity: 1.

Last column: Löwdin charge in e.
Atoms and positions in Å:
N (0.1607, -1.2307, 3.1308)  -0.06
C (-0.1071, -1.5308, 1.7051)  -0.29
C (-0.6392, -0.2562, 0.8853)  -0.27
N (-0.7626, -0.4816, -0.5363)  -0.13
C (-0.2268, 0.2228, -1.7604)  -0.20
C (0.5621, 1.5612, -1.7281)  -0.23
O (1.0681, 1.6215, -3.1247)  -0.09
H (-0.6342, -0.7308, 3.5393)  0.05
H (1.1023, -0.8641, 3.3365)  0.07
H (0.9383, -1.7238, 1.3119)  0.11
H (-0.6807, -2.4704, 1.7018)  0.09
H (0.2503, 0.5305, 1.0728)  0.13
H (-1.6569, 0.1297, 1.4518)  0.14
H (-1.8076, -0.7799, -0.6914)  0.14
H (-1.1252, 0.5141, -2.4268)  0.13
H (0.5470, -0.5267, -2.2595)  0.14
H (1.1291, 1.5936, -0.8499)  0.07
H (-0.0701, 2.4794, -1.7380)  0.12
H (1.9524, 1.9423, -3.0202)  0.06



Short version: (1) is the most stable of them.



(1)
A single C4H12N2O molecule. Source: the Open Molecules 2025 dataset; level of theory: ωB97M-V with the def2-TZVPD basis set.

Its SMILES is C[C@@H](CN)NCO. As for the HOMO energy: -0.33638 hartree. As for the multiplicity: 1.

Last column: Löwdin charge in e.
Atoms and positions in Å:
C (-0.4269, 1.0439, 0.7546)  -0.34
N (-0.5909, 2.4789, 0.7521)  0.02
C (0.8210, 0.5475, 0.0737)  -0.44
C (0.6126, 1.1443, -1.3253)  -0.08
N (0.8174, -0.8742, 0.1123)  -0.02
C (-0.5197, -1.4922, -0.1193)  -0.27
O (-0.4548, -2.9260, -0.2011)  -0.07
H (-0.4285, 0.5845, 1.7748)  0.13
H (-1.3563, 0.5319, 0.4353)  0.10
H (-1.4949, 2.6780, 0.3726)  0.06
H (-0.6082, 2.8749, 1.6650)  0.06
H (1.6272, 0.9784, 0.7105)  0.15
H (0.9051, 0.3731, -2.0092)  0.05
H (1.2983, 2.0900, -1.4197)  0.11
H (-0.4809, 1.4247, -1.6006)  0.10
H (1.4512, -1.1237, -0.6364)  0.11
H (-1.0796, -1.3414, 0.7787)  0.09
H (-1.0501, -1.0676, -1.0192)  0.14
H (0.3470, -3.2883, 0.2043)  0.09



(2)
A single C4H12N2O molecule. Source: the Open Molecules 2025 dataset; level of theory: ωB97M-V with the def2-TZVPD basis set.

Its SMILES is C[C@H](O)[C@H](N)CN. As for the HOMO energy: -0.31620 hartree. As for the multiplicity: 1.

Last column: Löwdin charge in e.
Atoms and positions in Å:
N (-1.1883, 1.4247, 0.2020)  0.01
C (-0.1259, 0.5026, 0.4969)  -0.37
C (-0.6777, -0.8725, 0.5078)  -0.42
C (0.1792, -1.8655, 1.2769)  -0.04
O (-0.9587, -1.3940, -0.7988)  -0.04
C (1.0490, 0.6251, -0.5696)  -0.18
N (0.8134, 1.8216, -1.4311)  -0.05
H (-0.7978, 2.2133, -0.3011)  0.05
H (-1.9257, 0.9379, -0.3444)  0.09
H (0.1819, 1.0263, 1.3973)  0.14
H (-1.5904, -0.7088, 1.0910)  0.14
H (1.2217, -1.9314, 1.0163)  0.08
H (-0.1393, -2.8865, 1.0762)  0.08
H (0.1347, -1.5978, 2.2830)  0.06
H (-1.5875, -2.1122, -0.8214)  0.09
H (2.0086, 0.7146, -0.1892)  0.07
H (1.0903, -0.2053, -1.4173)  0.15
H (1.2408, 2.6002, -1.0157)  0.04
H (1.0715, 1.7078, -2.4587)  0.10



Short version: (2) is the most stable of them.